Record 1
Entry from the OMol25 dataset: an isolated molecule of C23H15F3O3S (ωB97M-V with the def2-TZVPD basis set).

```
45
Properties=species:S:1:pos:R:3
O -6.40 2.00 -2.39
F 6.65 -0.79 4.08
F 8.78 -0.73 3.90
F 7.56 -2.49 3.07
O -3.17 -0.15 -1.61
O 1.17 0.48 0.72
S 7.55 -0.36 1.55
C -5.40 1.34 -2.20
C -4.35 1.96 -1.45
C -3.28 1.13 -1.13
C -5.11 -2.71 -3.18
C -1.19 3.27 1.51
C -6.24 -1.97 -3.44
C 4.29 -2.45 0.93
C -0.02 2.47 1.58
C -3.99 -2.01 -2.69
C 5.59 -1.99 0.77
C -2.23 2.88 0.62
C -1.02 0.88 0.01
C -6.40 -0.63 -3.22
C 3.28 -1.51 1.09
C 4.83 0.21 1.24
C 0.03 1.28 0.79
C -4.21 -0.69 -2.26
C 5.92 -0.66 1.08
C -2.21 1.67 -0.13
C -5.36 -0.05 -2.57
C 3.49 -0.11 1.24
C 7.65 -1.19 3.23
C 2.32 0.87 1.55
H -4.36 3.06 -1.33
H -5.07 -3.77 -3.34
H -1.11 4.25 1.99
H -7.10 -2.49 -3.86
H 4.21 -3.49 0.70
H 0.91 2.79 2.08
H -3.12 -2.65 -2.46
H 6.33 -2.75 0.45
H -3.22 3.35 0.55
H -0.84 -0.05 -0.66
H -7.31 -0.19 -3.57
H 2.34 -2.02 1.38
H 5.00 1.21 1.41
H 2.17 0.87 2.66
H 2.65 1.93 1.32
```

Results
Total energy ... -1808.86599 a.u.
Total charge ... 0
SMILES ... O=c1cc(-c2cccc(OCc3cccc(SC(F)(F)F)c3)c2)oc2ccccc12
Frontier orbital gap ... 8.566 eV
Energy relative to the best compared isomer or geometry (same formula, charge and spin) ... 207.1 kJ/mol
HOMO level ... -0.325 hartree

Record 2
Entry from the OMol25 dataset: a structure of composition C15H21BF2N2O2SbZn (ωB97M-V with the def2-TZVPD basis set).

```
45
Properties=species:S:1:pos:R:3
Zn 1.53 0.35 1.24
C 0.12 -0.37 5.30
C 0.30 -0.59 3.81
O 0.75 0.41 3.17
C -0.03 -1.83 3.29
C 0.00 -2.19 1.91
C -0.62 -3.49 1.47
N 0.51 -1.38 1.02
N 0.38 -1.75 -0.32
C 0.60 -0.74 -1.11
O 0.88 0.47 -0.76
C 0.53 -1.05 -2.57
C 1.21 -0.24 -3.48
C 1.20 -0.54 -4.83
C 0.49 -1.63 -5.30
C -0.22 -2.42 -4.41
C -0.20 -2.13 -3.06
H 1.09 -0.41 5.80
H -0.54 -1.12 5.74
H -0.29 0.63 5.46
H -0.41 -2.59 3.96
H -0.73 -4.17 2.31
H -0.01 -3.94 0.69
H -1.60 -3.30 1.03
H 1.75 0.62 -3.09
H 1.75 0.09 -5.52
H 0.49 -1.86 -6.36
H -0.80 -3.26 -4.78
H -0.75 -2.74 -2.35
F 4.26 1.86 1.02
B 3.56 0.70 1.15
F 4.45 -0.33 1.20
C -2.13 4.06 1.15
Sb -0.69 2.47 0.68
C -0.06 3.51 -1.11
C -2.25 1.35 -0.32
H -2.69 4.32 0.25
H -1.63 4.95 1.52
H -2.83 3.72 1.91
H -0.93 3.88 -1.65
H 0.50 2.81 -1.72
H 0.58 4.35 -0.84
H -2.63 1.94 -1.16
H -3.06 1.16 0.37
H -1.85 0.41 -0.69
```

Results
Total energy ... -3088.51413 a.u.
Total charge ... -1
Frontier orbital gap ... 6.853 eV
HOMO level ... -0.142 hartree

Record 3
Entry from the OMol25 dataset: a structure of composition C28H37AlAs2N7O8Se2 (ωB97M-V with the def2-TZVPD basis set).

```
85
Properties=species:S:1:pos:R:3
Al 2.08 -0.51 0.08
C -0.08 -4.59 -0.64
N 1.39 -4.50 -0.73
C 2.11 -5.73 -1.10
C 2.00 -3.33 -0.61
N 1.38 -2.17 -0.43
N 3.39 -3.37 -0.69
C 4.27 -2.31 -0.70
N 5.53 -2.62 -0.98
N 3.85 -1.10 -0.43
H -0.34 -5.61 -0.41
H -0.55 -4.30 -1.58
H -0.45 -3.94 0.15
H 1.40 -6.55 -1.10
H 2.88 -5.97 -0.37
H 2.53 -5.65 -2.11
H 0.36 -2.24 -0.51
H 3.79 -4.28 -0.87
H 5.83 -3.55 -1.22
H 6.25 -1.91 -0.96
H 4.59 -0.41 -0.49
Se 4.20 1.67 1.69
Se 2.34 2.88 1.01
C 2.34 2.33 -0.83
C 2.41 3.31 -1.81
C 2.41 2.93 -3.15
C 2.34 1.58 -3.46
C 2.26 0.67 -2.43
N 2.26 1.03 -1.13
C 3.29 0.29 2.66
C 3.59 0.14 4.00
C 3.01 -0.90 4.72
C 2.13 -1.75 4.07
C 1.86 -1.53 2.73
N 2.43 -0.53 2.03
H 2.50 4.35 -1.53
H 2.49 3.67 -3.93
H 2.34 1.23 -4.48
H 2.18 -0.39 -2.64
H 4.27 0.83 4.48
H 3.24 -1.03 5.77
H 1.65 -2.57 4.58
H 1.17 -2.16 2.19
C -1.53 4.80 3.68
O -1.55 4.09 2.41
C -0.83 2.99 2.33
O -0.15 2.51 3.21
C -0.86 2.36 0.95
C -1.55 2.85 -0.09
As -3.47 2.92 0.40
C -4.41 3.55 -1.19
C -3.34 0.95 -0.08
C -2.36 0.07 0.15
As -0.50 0.45 0.82
C -0.98 -0.14 2.63
C -2.40 -1.41 -0.07
O -1.42 -1.93 -0.57
O -3.40 -2.19 0.28
C -4.49 -1.83 1.17
C -4.73 0.58 -0.52
O -5.64 0.92 0.17
O -4.94 -0.08 -1.66
C -3.95 -0.25 -2.69
C -1.20 2.41 -1.48
O -0.47 1.47 -1.75
O -1.77 3.18 -2.39
C -1.51 2.87 -3.78
H -1.77 5.83 3.44
H -0.55 4.71 4.14
H -2.29 4.37 4.33
H -4.02 4.54 -1.42
H -5.46 3.63 -0.91
H -4.29 2.91 -2.05
H -1.85 0.42 2.95
H -0.18 0.02 3.34
H -1.25 -1.19 2.56
H -5.38 -1.67 0.57
H -4.24 -0.95 1.75
H -4.63 -2.69 1.81
H -3.98 -1.30 -2.98
H -2.95 0.02 -2.37
H -4.25 0.36 -3.54
H -2.24 3.45 -4.34
H -1.63 1.81 -3.95
H -0.51 3.19 -4.04
```

Results
Total energy ... -11590.48456 a.u.
Total charge ... +3
Frontier orbital gap ... 7.283 eV
Energy relative to the best compared isomer or geometry (same formula, charge and spin) ... 67.6 kJ/mol
HOMO level ... -0.582 hartree

Record 4
Entry from the OMol25 dataset: a structure of composition C17H19InNPS (ωB97M-V with the def2-TZVPD basis set).

```
40
Properties=species:S:1:pos:R:3
C 0.17 0.70 -1.96
C 1.30 -0.12 -2.27
C 0.88 -1.48 -2.34
C -0.52 -1.51 -2.12
C -0.98 -0.17 -1.87
In -0.78 0.71 0.76
P -0.97 2.65 2.33
H 0.13 1.81 -1.91
H 2.32 0.25 -2.40
H 1.52 -2.34 -2.59
H -2.03 0.16 -1.80
H -1.16 -2.39 -2.11
H -2.33 3.08 2.25
H 0.00 3.62 1.84
H -0.62 2.15 3.63
N 0.25 -1.10 1.40
S -0.58 -2.12 2.39
C 0.64 -3.41 2.69
C 1.52 -3.76 1.66
C 2.46 -4.77 1.88
C 2.47 -5.47 3.09
C 1.55 -5.16 4.10
C 0.61 -4.15 3.88
C -0.56 -1.32 3.99
C 0.63 -1.05 4.65
C 0.61 -0.38 5.88
C -0.62 0.04 6.42
C -1.81 -0.18 5.72
C -1.78 -0.85 4.50
H 1.25 -1.03 1.58
H 1.47 -3.25 0.70
H 3.17 -5.02 1.10
H 3.18 -6.29 3.25
H 1.55 -5.70 5.05
H -0.16 -3.93 4.63
H 1.58 -1.39 4.22
H 1.54 -0.21 6.43
H -0.65 0.53 7.40
H -2.77 0.16 6.11
H -2.68 -1.04 3.90
```

Results
Total energy ... -1643.36490 a.u.
Total charge ... 0
Frontier orbital gap ... 4.581 eV
HOMO level ... -0.178 hartree

Q: Look up the total charge of the third one.
A: +3

Q: Which value of total energy does entry 2 give?
A: -3088.51413 a.u.

Q: Among the records above, which one has the highest total energy?
A: C17H19InNPS